Formula: C27H26FeN7O5S4
Source: OMol25
Level of theory: ωB97M-V/def2-TZVPD

Each line ends with the Mulliken charge.
Geometry (Å):
1 Fe -0.05 2.87 -0.07  -0.1712
2 N -2.54 1.34 -0.34  -1.3015
3 C -0.33 2.73 -4.31  -1.1887
4 H -0.98 2.14 -4.94  0.4743
5 C -1.30 -3.38 2.57  1.2462
6 C -0.68 -0.68 2.81  0.0609
7 H 2.03 -0.44 2.44  0.4017
8 H 0.60 3.83 -5.90  0.4115
9 C 3.53 0.05 0.98  -0.6848
10 H 4.24 -0.67 1.36  0.4181
11 H -2.13 -5.22 3.33  0.5455
12 O -0.50 -6.01 0.34  -0.5791
13 C 1.40 1.11 1.07  0.9918
14 C 2.91 1.70 -0.60  -0.5358
15 C 0.94 4.16 0.88  0.3028
16 H -0.71 -5.43 2.31  0.3907
17 H 4.83 0.76 -0.61  0.4338
18 S -2.03 3.78 0.65  -0.4808
19 S -0.34 1.05 2.98  1.2594
20 C 3.87 0.84 -0.13  -0.7590
21 H 2.05 5.13 -4.32  0.4114
22 N 0.14 1.44 1.50  0.1522
23 C -0.55 -2.92 3.65  -0.8074
24 C 1.25 4.15 -2.60  -0.2097
25 C 1.65 -3.92 -2.00  -0.6335
26 N 1.51 4.95 1.52  -0.1831
27 H 3.10 2.33 -1.47  0.3809
28 H -3.63 3.29 3.13  0.2084
29 O 0.75 1.17 3.92  -0.7603
30 C -1.62 -4.85 2.44  -1.9189
31 C 1.87 -2.59 -2.33  -0.7296
32 H 1.99 5.48 2.21  0.2451
33 H 2.76 -2.31 -2.90  0.3068
34 C -1.43 -1.12 1.73  -0.5151
35 S -4.40 1.97 1.28  -0.0116
36 H -0.20 -3.62 4.40  0.3898
37 H -1.77 -0.42 0.98  0.5878
38 C -2.89 2.30 0.46  0.4384
39 H 1.87 4.67 -1.88  0.4497
40 H 0.35 -1.20 4.61  0.5008
41 H -2.25 -5.04 1.57  0.3031
42 C -1.41 1.74 -2.28  -0.6531
43 C -0.36 -3.30 -0.86  -0.8964
44 H 2.34 -4.70 -2.30  0.4542
45 C 0.55 3.67 -4.83  -0.2372
46 H -4.56 4.28 1.97  0.3035
47 O 1.46 -6.67 -0.97  -0.7535
48 C -1.73 -2.47 1.62  -1.3171
49 S 0.16 -6.01 -0.96  1.1659
50 N -1.37 1.74 -1.00  1.4224
51 H -2.23 1.27 -2.83  0.3454
52 C 0.97 -1.61 -1.94  0.4132
53 C -4.49 3.32 2.47  -0.8152
54 C 2.30 0.17 1.58  -0.8078
55 C -0.24 -1.57 3.78  -0.4377
56 C -0.39 2.57 -2.93  0.8504
57 N 0.39 3.26 -2.09  0.1335
58 O -0.72 -6.40 -2.06  -0.7066
59 H 0.69 0.36 -1.68  -0.4021
60 O -1.57 1.74 3.26  -0.6536
61 N 1.14 -0.26 -2.33  -0.2134
62 H -5.41 3.13 3.03  0.3654
63 C 1.35 4.39 -3.96  -0.8820
64 H -2.31 -2.82 0.77  0.7601
65 H 2.09 0.00 -2.54  0.3474
66 H -0.82 -1.20 -0.85  0.3442
67 N 1.71 1.82 -0.03  0.5112
68 C -0.14 -1.97 -1.19  0.7272
69 C 0.53 -4.29 -1.27  -0.3115
70 H -1.22 -3.59 -0.27  0.1027

Computed properties:
- Total charge: -1
- HOMO level (spin up / spin down): -5.01 / -5.01 eV
- Largest force on an atom: 1.29 eV Å⁻¹
- Orbital gap (spin up / spin down): 5.989 / 5.991 eV